[1]
36
Properties=species:S:1:pos:R:3:forces:R:3:nbo_charge:R:1 method="wB97M-V/def2-TZVPD" homo_lumo_gap_ev=7.3 total_charge=+1 homo_ha=-0.3804 e_above_lowest_kj_mol=41.8
Ir 0.38645 0.52920 -0.44165 -1.6 -2.9 0.4 0.51
C -1.34230 -1.49515 -2.48246 -0.1 0.0 -0.1 -0.54
C -0.18157 -2.27939 -1.91503 0.0 -0.1 0.0 -0.56
S 0.33044 -1.81559 -0.25251 0.3 0.4 -0.1 0.51
C -1.09056 -2.17667 0.80948 -0.1 -0.1 0.0 -0.57
C -2.24049 -1.18718 0.77269 -0.1 0.0 0.0 -0.55
S -1.65681 0.52724 0.90222 0.6 0.5 -0.3 0.43
C -2.67019 1.43956 -0.28164 -0.2 0.1 0.2 -0.55
C -2.72510 0.86751 -1.68168 0.0 0.1 -0.2 -0.54
S -1.10950 0.31362 -2.33082 0.6 0.5 0.2 0.46
H -2.29072 -1.76484 -2.02440 0.0 0.0 0.0 0.22
H -1.41966 -1.70859 -3.54826 0.0 0.0 0.0 0.26
H 0.72574 -2.10986 -2.49756 0.0 0.0 0.0 0.27
H -0.39458 -3.34904 -1.93429 0.0 0.0 0.0 0.26
H -0.65448 -2.21551 1.80896 0.0 0.0 0.0 0.26
H -1.43962 -3.18211 0.56940 0.0 0.0 0.1 0.26
H -2.88778 -1.36958 1.63060 0.0 0.0 0.0 0.26
H -2.84595 -1.28298 -0.12395 0.0 0.0 0.0 0.22
H -2.17493 2.41181 -0.29213 0.0 0.0 0.0 0.28
H -3.67741 1.57473 0.11329 0.0 0.0 0.0 0.26
H -3.06369 1.66148 -2.34671 0.0 -0.1 -0.1 0.27
H -3.42468 0.04038 -1.79378 0.0 0.0 0.1 0.23
S 2.54847 0.11639 -1.32827 0.1 0.5 -0.1 -0.01
C 2.91821 0.24418 0.37342 0.2 0.0 -0.1 0.08
C 4.14877 0.27179 1.02084 0.0 -0.1 0.0 -0.24
C 4.15301 0.49473 2.38100 0.0 0.0 0.0 -0.11
C 2.95079 0.67606 3.07225 0.0 -0.1 0.0 -0.26
C 1.76988 0.63233 2.37358 0.0 -0.1 0.0 0.06
N 1.76981 0.40225 1.05156 0.3 0.9 0.0 -0.47
H 5.06014 0.14455 0.45493 0.0 0.0 0.0 0.25
H 5.09224 0.54909 2.91499 0.0 0.0 0.0 0.24
H 2.93678 0.85477 4.13691 0.0 0.0 0.0 0.25
H 0.80678 0.76458 2.84758 0.0 0.1 0.0 0.22
S 0.80671 5.24205 -0.68858 0.0 0.0 -0.1 -0.12
C 0.55510 3.66703 -0.65881 0.1 0.0 0.1 0.21
N 0.33071 2.51119 -0.61116 0.2 0.3 0.0 -0.74



[2]
20
Properties=species:S:1:pos:R:3:forces:R:3:lowdin_spin:R:1 method="wB97M-V/def2-TZVPD" homo_lumo_gap_ev="8.2 / 3.1" total_charge=+1 s2=0.75 spin_multiplicity=2 homo_ha="-0.4522 / -0.4522" e_above_lowest_kj_mol=165.4
C -2.38818 -0.02733 -1.86659 0.1 0.0 -0.5 0.00
C -1.54418 -1.52090 -3.42075 0.3 -0.1 -0.6 0.00
N -1.60672 -0.31748 -3.06372 -0.1 0.1 0.6 0.00
H -1.80278 0.64247 -1.23709 0.0 0.0 0.2 0.00
H -2.67556 -0.93794 -1.33280 -0.1 0.0 0.2 0.00
H -3.28342 0.52044 -2.15153 -0.1 0.0 0.0 0.00
H -0.93870 -1.75285 -4.29222 0.0 -0.1 -0.1 0.00
H -2.06225 -2.36212 -2.95495 -0.1 0.1 0.3 0.00
C 1.59523 0.26544 -0.79753 -0.3 0.3 -0.1 0.00
C 1.75994 0.05835 0.70295 0.3 0.0 -0.1 0.00
C 0.51961 0.52636 1.46037 0.4 -0.4 0.0 0.11
S 0.81193 0.43135 3.23081 -0.3 0.1 -0.3 0.81
H 2.47153 -0.06079 -1.35018 0.1 -0.1 0.1 0.00
H 1.46103 1.32815 -1.01085 0.0 0.0 0.0 0.00
H 0.72847 -0.25736 -1.20429 0.0 -0.1 0.0 0.00
H 1.93630 -0.99339 0.93341 0.0 0.0 0.0 0.00
H 2.64111 0.61643 1.02753 0.0 0.0 0.1 0.00
H -0.33253 -0.13296 1.24709 -0.2 0.1 0.1 0.03
H 0.21085 1.55127 1.22501 0.0 0.1 0.1 0.03
H -0.41212 0.83120 3.65614 0.1 0.0 0.0 0.03



[3]
19
Properties=species:S:1:pos:R:3:forces:R:3:nbo_charge:R:1 method="wB97M-V/def2-TZVPD" homo_lumo_gap_ev=9.4 smiles="NC(=O)N(S)S(=O)(=O)c1cccs1" total_charge=0 homo_ha=-0.3442 e_above_lowest_kj_mol=0.0
N 3.25206 -0.56955 -1.48480 0.3 -0.2 -1.0 -0.82
C 3.07118 0.34008 -0.50751 1.6 -0.3 1.2 0.78
O 3.92917 1.02224 0.05141 -0.8 -0.7 -1.5 -0.62
N 1.74071 0.39575 0.00661 -0.2 0.7 0.8 -0.86
S 1.49663 1.67444 1.17881 -1.7 0.1 -1.6 0.23
S 0.74964 -0.94384 0.28089 2.1 -2.3 -1.8 2.30
O 0.89232 -1.41028 1.63518 -0.6 0.6 -0.9 -0.88
O 1.06548 -1.91211 -0.82679 -1.4 2.3 2.5 -0.94
C -0.76589 -0.17530 -0.03155 -0.5 0.0 2.0 -0.63
C -1.59952 0.31757 0.95004 -1.0 0.2 1.2 -0.17
C -2.86574 0.73521 0.38768 0.0 -0.1 -1.3 -0.28
C -2.86469 0.59582 -0.96186 1.6 -0.8 -0.5 -0.36
S -1.36500 -0.07196 -1.58711 -1.6 0.3 -0.8 0.53
H 2.53827 -1.19769 -1.80982 -0.6 0.3 0.5 0.43
H 4.11895 -0.79470 -1.94685 0.4 0.8 0.7 0.41
H 2.52813 1.46720 1.90853 1.5 -0.5 1.0 0.13
H -1.37082 0.38447 2.05061 0.0 -0.3 -1.5 0.26
H -3.87656 1.09083 0.63707 1.0 -0.1 1.6 0.25
H -3.71467 0.76718 -1.58124 -0.1 0.2 -0.6 0.24



[4]
145
Properties=species:S:1:pos:R:3:forces:R:3:mulliken_charge:R:1 method="wB97M-V/def2-TZVPD" homo_lumo_gap_ev=8.5 total_charge=0 homo_ha=-0.3102
N 6.16616 -7.23973 -4.47825 -0.4 -0.2 0.7 0.59
H 6.03701 -6.43917 -3.82659 0.3 0.1 -0.5 0.36
H 6.26581 -8.03559 -3.82766 0.2 0.0 -0.7 0.50
H 6.90395 -7.08234 -5.17859 0.1 0.1 0.5 0.34
H 5.28506 -7.35353 -5.01044 0.2 0.1 0.1 0.07
C 2.28303 -6.58666 -8.09403 0.0 0.9 0.7 -0.51
F 1.19376 -7.28442 -7.79117 0.2 -0.3 -0.1 -0.15
F 3.09407 -7.30781 -8.85792 -0.1 0.0 0.1 -0.10
F 1.90756 -5.48337 -8.75375 0.0 -0.4 -0.1 -0.14
S 3.11216 -5.98714 -6.50720 0.3 0.3 0.4 0.75
O 3.73858 -4.71777 -6.87647 0.4 -1.1 -0.3 -0.48
O 2.03821 -5.79135 -5.56467 -0.2 -0.5 -0.1 -0.69
O 4.06984 -7.02323 -6.12955 -0.6 0.1 -0.7 -0.54
C -0.85840 -6.60757 -3.53458 -0.7 1.3 -0.2 0.15
C 0.03549 -5.59034 -2.79093 1.0 -1.5 -0.8 -0.61
O 0.51202 -4.53612 -3.62394 -0.4 0.2 0.4 -0.70
O -2.17565 -6.09151 -3.71314 0.1 -0.3 0.5 -0.65
H -0.93174 -7.54846 -2.98707 0.1 0.0 0.1 0.34
H -0.47867 -6.80438 -4.54457 0.5 -0.1 0.2 -0.06
H 0.91599 -6.15669 -2.45950 0.0 0.0 0.3 0.16
H -0.46048 -5.19536 -1.90832 -0.1 0.3 -0.1 0.49
H 1.08252 -4.92019 -4.30887 -0.1 0.0 0.0 0.44
H -2.13322 -5.11701 -3.72803 -0.4 -0.2 -0.3 0.29
C 2.46302 -2.01320 -7.69634 0.9 0.7 -0.5 0.10
C 3.73824 -1.98889 -8.57189 -0.4 -0.5 -0.2 -0.77
O 4.05247 -3.29142 -9.10362 0.0 0.6 0.7 -0.78
O 2.80491 -2.28037 -6.33911 -0.1 0.1 -0.1 -0.69
H 1.69989 -2.68462 -8.09839 0.2 -0.5 0.0 -0.22
H 1.99420 -1.03311 -7.81131 0.1 0.2 0.7 0.57
H 4.58820 -1.60368 -8.00212 -0.1 0.0 0.3 0.29
H 3.63567 -1.29769 -9.41149 -0.2 -0.2 -0.2 0.45
H 3.90886 -3.90174 -8.35663 0.2 0.0 -0.5 0.47
H 3.37011 -3.07778 -6.35991 -0.6 0.4 0.1 0.38
C 4.17236 -3.85522 -3.79469 -1.6 0.1 0.4 1.18
C 4.29246 -4.83183 -2.63103 0.9 1.0 -0.1 -0.31
O 5.64483 -5.32590 -2.52481 0.0 -0.7 -0.2 -0.70
O 4.64999 -2.56057 -3.46824 0.6 -0.3 0.1 -0.70
H 3.09650 -3.75174 -3.98391 0.0 -0.2 0.0 -0.12
H 4.57920 -4.26958 -4.71940 0.5 0.1 0.2 -0.44
H 3.60343 -5.66480 -2.76637 0.1 -0.1 0.0 -0.13
H 4.09367 -4.30431 -1.69790 -0.5 0.0 -0.1 0.51
H 6.14674 -4.89377 -1.83327 -0.2 0.3 0.0 0.29
H 3.99197 -1.92517 -3.75991 0.0 0.0 -0.2 0.43
C -0.80262 -2.01584 -6.13009 -0.8 -0.3 -1.3 -1.02
C -1.90504 -3.07848 -5.93009 0.5 0.6 0.8 0.21
C -1.59045 -4.36051 -6.69061 -0.7 -0.1 0.7 0.01
O -1.85706 -4.16823 -8.06098 0.1 0.1 0.0 -0.42
C -1.69506 -5.34845 -8.80945 0.4 0.1 -0.3 -0.67
N -2.03185 -3.34801 -4.47269 0.4 0.0 -0.1 -0.75
H 0.15637 -2.47651 -5.89387 0.1 0.4 0.3 0.11
H -1.02272 -1.08837 -5.60227 0.2 -0.2 0.5 0.48
H -0.77573 -1.70582 -7.18198 0.1 -0.2 0.0 0.19
H -2.88833 -2.68493 -6.19274 0.1 -0.1 -0.5 0.38
H -2.22680 -5.16886 -6.30779 -0.1 0.0 0.0 0.57
H -0.56267 -4.67865 -6.46284 0.2 0.1 -0.4 -0.36
H -0.63358 -5.61664 -8.83954 -0.1 -0.2 0.0 0.08
H -2.01730 -5.14095 -9.82992 -0.1 0.0 0.0 0.31
H -2.27193 -6.19267 -8.41781 0.0 0.1 0.1 0.40
H -1.10773 -3.62695 -4.12159 0.0 0.2 -0.3 0.45
H -2.16375 -2.42495 -4.06984 -0.2 -0.2 0.3 0.28
C 2.31662 -1.97630 -13.61680 -1.0 0.4 0.0 -1.57
C 2.57079 -2.07218 -12.11723 1.2 0.0 0.0 0.48
C 1.42944 -2.69816 -11.31152 0.5 0.3 -0.8 0.55
O 0.44112 -1.71622 -11.08998 -0.2 -0.6 0.1 -0.41
C -0.81804 -2.29074 -10.78955 -0.5 1.0 -0.3 -0.60
N 3.77169 -2.89468 -11.89467 0.1 0.1 0.3 -0.75
H 2.22164 -2.95328 -14.09108 0.1 -0.1 0.1 0.34
H 3.05724 -1.37573 -14.14675 0.3 -0.2 0.2 0.42
H 1.38440 -1.41989 -13.76868 -0.1 -0.2 0.0 0.33
H 2.76187 -1.03479 -11.80930 -0.4 0.0 0.5 0.16
H 1.77136 -3.11572 -10.36135 0.2 0.0 0.0 -0.60
H 1.10148 -3.53872 -11.93948 -0.5 0.0 0.2 0.41
H -0.85171 -2.94639 -9.91530 0.4 -0.1 -0.1 0.09
H -1.23280 -2.76858 -11.68253 0.1 -0.4 0.1 0.39
H -1.47798 -1.44586 -10.57824 0.0 -0.1 0.1 0.30
H 4.57708 -2.39522 -12.25852 0.0 -0.1 -0.1 0.30
H 3.95095 -3.02164 -10.89026 -0.2 -0.1 -0.6 0.43
C 7.55015 -6.42468 -9.01529 0.6 0.5 -1.4 -1.80
C 7.44556 -6.91751 -7.59117 -1.1 0.4 -0.1 1.35
C 8.53404 -7.90408 -7.24170 -0.1 0.3 0.2 -0.69
O 8.25499 -8.56950 -6.01898 -0.1 0.2 -0.1 -0.16
C 9.15371 -9.61439 -5.77041 0.7 -0.6 0.2 -0.82
N 7.41142 -5.76754 -6.63337 0.4 -0.5 -0.7 -0.59
H 8.50854 -5.94110 -9.24534 0.1 -0.1 0.3 0.42
H 6.80840 -5.66498 -9.27739 -0.2 0.0 0.5 0.39
H 7.43571 -7.16184 -9.81580 0.0 -0.4 0.4 0.33
H 6.43941 -7.34994 -7.52474 0.2 -0.4 0.2 -0.47
H 9.43733 -7.28899 -7.12269 0.3 -0.3 -0.1 0.50
H 8.65254 -8.65882 -8.01992 0.0 0.2 -0.2 0.27
H 10.20519 -9.31669 -5.66931 -0.1 0.6 0.1 0.29
H 9.18310 -10.37230 -6.56084 -0.5 0.1 -0.1 0.20
H 8.88121 -10.09400 -4.83172 -0.2 0.0 0.0 0.29
H 6.74502 -5.12579 -7.05873 -0.2 0.1 0.4 0.06
H 8.30430 -5.28245 -6.71784 0.0 0.0 0.2 0.32
C 0.50695 -11.77442 -7.45392 0.3 -0.2 0.0 -1.12
C 1.09607 -12.38695 -8.73701 -0.4 -0.4 1.2 0.33
C 1.12929 -11.44938 -9.91171 -1.0 1.0 -0.6 -0.34
O -0.17513 -10.92740 -10.22487 0.4 -0.3 0.7 -0.34
C -0.16797 -9.73859 -10.95153 -0.7 0.7 -0.8 -0.59
N 2.43482 -12.89038 -8.42624 -0.2 0.1 0.1 -0.69
H -0.53642 -11.47340 -7.52377 0.1 0.1 -0.3 0.45
H 1.12104 -10.93231 -7.12972 -0.1 0.2 0.0 -0.06
H 0.56630 -12.51597 -6.65401 0.1 -0.1 -0.1 0.37
H 0.46522 -13.25562 -8.95005 0.0 0.1 -0.4 0.26
H 1.48640 -11.96893 -10.80700 0.3 0.0 0.0 0.37
H 1.74694 -10.57404 -9.69165 0.5 -0.2 0.1 0.10
H -1.20977 -9.43007 -11.06134 0.0 -0.3 -0.2 0.30
H 0.26839 -9.84279 -11.95180 0.0 -0.2 -0.1 0.31
H 0.29481 -8.83369 -10.53607 0.5 -0.5 0.7 0.12
H 2.89749 -13.14198 -9.29159 0.3 0.0 0.2 0.31
H 2.99016 -12.21371 -7.87605 -0.2 -0.3 -0.6 0.35
C 2.38411 -9.75808 -2.07427 0.6 0.1 1.1 -1.78
C 3.15161 -10.01236 -3.37440 -0.7 0.3 1.4 1.51
C 4.63282 -10.20432 -3.08097 0.9 -0.4 -2.4 -0.36
O 5.32062 -9.04010 -2.63724 -0.7 -0.5 1.4 -0.32
C 5.84582 -9.16913 -1.32400 0.7 -0.1 0.3 -0.97
N 2.61961 -11.17292 -4.08303 0.3 -0.3 0.0 -0.58
H 2.63950 -10.43877 -1.24866 -0.1 -0.7 -0.6 0.37
H 1.31181 -9.83443 -2.23828 -0.1 0.4 0.1 0.42
H 2.70415 -8.84210 -1.56186 -0.5 0.5 -0.6 0.34
H 2.98934 -9.12279 -3.98939 0.3 -0.1 -0.3 -0.44
H 5.14387 -10.41368 -4.03304 -0.4 -0.1 -0.1 -0.56
H 4.84486 -11.12482 -2.52794 -0.2 0.4 0.7 0.65
H 5.18913 -9.63230 -0.58441 -0.5 0.3 -0.3 0.38
H 6.14683 -8.17926 -0.98737 -0.1 0.0 0.0 0.22
H 6.73198 -9.81444 -1.31766 0.1 0.1 -0.2 0.34
H 2.67518 -11.99598 -3.48690 0.2 0.0 0.0 0.24
H 1.62042 -11.06469 -4.22768 0.1 0.2 -0.2 0.25
C 6.23252 -11.84061 -6.32456 -0.1 -0.2 -0.7 -1.75
C 5.53016 -10.71236 -7.10015 -0.5 -0.6 2.0 1.97
C 5.86853 -10.76444 -8.56578 -0.6 0.1 -0.6 -1.22
O 7.24561 -10.53665 -8.72562 0.4 0.2 -0.2 0.00
C 7.83500 -11.14689 -9.85105 -0.2 -0.8 -0.3 -1.03
N 4.07098 -10.87829 -6.92795 0.2 0.6 -0.8 -0.24
H 5.85029 -12.79429 -6.69961 0.0 0.0 0.0 0.41
H 6.02988 -11.81643 -5.25480 0.0 0.2 0.0 0.36
H 7.31148 -11.83381 -6.47820 0.0 0.1 0.0 0.25
H 5.78963 -9.77840 -6.58750 0.6 0.2 -0.6 -0.73
H 5.29607 -10.06035 -9.19271 0.0 0.4 0.4 0.46
H 5.50645 -11.71859 -8.97745 0.5 -0.3 0.3 0.51
H 8.59221 -10.52513 -10.32645 0.0 0.3 0.3 0.26
H 7.10359 -11.40284 -10.62376 -0.1 0.2 0.0 0.37
H 8.29115 -12.09816 -9.55832 0.1 0.0 0.0 0.33
H 3.69454 -9.98901 -7.25123 -0.5 -0.2 0.1 -0.05
H 3.76954 -10.98627 -5.96056 0.2 -0.1 0.0 0.21



[5]
17
Properties=species:S:1:pos:R:3:forces:R:3:nbo_charge:R:1 method="wB97M-V/def2-TZVPD" homo_lumo_gap_ev=9.4 total_charge=+1 homo_ha=-0.4898 e_above_lowest_kj_mol=439.8
C -2.78871 0.36576 -0.03800 -0.2 1.0 -1.3 -0.28
C -2.32805 -1.01223 0.12742 0.3 1.4 0.2 -0.28
C -1.94114 1.36741 -0.22444 2.6 -0.3 0.2 -0.05
C -1.06394 -1.38333 0.33246 -1.3 -0.8 -0.3 0.17
C 0.14676 0.66849 0.03139 -5.8 -1.1 0.6 0.65
N 1.23038 1.31917 0.04067 2.3 1.7 -0.1 -0.75
N 3.08220 -0.59756 0.02755 1.5 1.3 -0.9 -1.10
O 0.06879 -0.61435 0.41674 1.3 1.6 -0.6 -0.46
H -3.90033 0.60917 -0.25582 1.9 -0.5 0.7 0.29
H -3.12412 -1.70847 0.06104 -0.1 -1.0 0.1 0.26
H -2.03056 2.43574 -0.49727 0.4 -0.9 0.3 0.24
H -0.85641 -2.44292 0.44711 0.4 0.3 0.1 0.23
H 2.26430 0.98979 0.18377 -2.2 -1.0 0.2 0.48
H 1.17659 2.31691 -0.14868 -0.4 -0.2 -0.1 0.43
H 3.76030 -0.00483 -0.51822 -0.5 -1.0 0.7 0.37
H 2.65678 -1.18906 -0.68411 0.2 -0.2 0.5 0.39
H 3.64719 -1.11968 0.69837 -0.3 -0.1 -0.4 0.40